Entry from OMol25: 4 unconnected molecules or ions with the total composition CH10N2O4 (ωB97M-V/def2-TZVPD).

The geometry in XYZ format:
```
17
CH10N2O4 | OMol25 | ωB97M-V/def2-TZVPD
O -14.7394 1.8028 -9.6593
H -14.0661 1.3168 -9.1831
H -15.4708 1.8642 -9.0449
O -13.9577 1.1865 -7.1109
H -14.7372 0.8188 -6.6946
H -13.3662 1.3806 -6.3838
O -17.1075 0.7317 -5.7818
H -16.9966 0.0074 -5.1660
H -18.0500 0.8988 -5.7886
C -15.7488 -1.7903 -8.6479
O -14.8643 -2.5133 -8.2731
N -16.5588 -1.1710 -7.8603
N -15.9312 -1.5901 -9.9378
H -17.2461 -0.5800 -8.3059
H -16.5026 -1.2345 -6.8539
H -15.3702 -2.0958 -10.6083
H -16.8094 -1.2034 -10.2529
```

As for the molar mass: 114.1 g/mol. The net charge is -1. The multiplicity is 2. Its expectation value of S² is 0.750. The energy relative to the best compared isomer or geometry (same formula, charge and spin) is 50.2 kJ/mol. The total energy comes out at -12369.535 eV. Its HOMO energy (spin up / spin down) is 0.4 / -6.4 eV. The HOMO-LUMO gap (spin up / spin down) comes out at 0.12204 / 0.36397 Eh. For the lowest unoccupied orbital energy (spin up / spin down), the calculation gives 3.678 / 3.508 eV.